Entry 1:
C24H22IN7O4S3W as an isolated structure. Source: the OMol25 dataset; level of theory: the ωB97M-V functional and the def2-TZVPD basis.

The highest occupied orbital energy (alpha / beta) comes out at -12.9 / -12.9 eV. Its relative energy (zero: lowest compared OMol25 entry of this formula, charge and spin) is 1.763 eV. The lowest unoccupied orbital energy (alpha / beta) is -5.300 / -6.620 eV. As for the expectation value of S²: 2.014.

The geometry in ORCA input format:
```
! RIJCOSX wB97M-V def2-TZVPD def2/J DEFGRID3
* xyz 2 3
W -0.966 0.250 -0.164
C 3.729 -4.929 -4.946
C 2.953 -4.071 -3.998
C 2.854 -4.400 -2.643
C 2.155 -3.595 -1.765
C 1.551 -2.446 -2.261
C 1.628 -2.086 -3.603
C 2.333 -2.905 -4.460
S 0.626 -1.441 -1.190
O 0.879 -1.695 0.209
O 0.698 -0.010 -1.578
N -1.019 -1.556 -1.378
C -1.713 -2.262 -0.389
C -2.034 -3.600 -0.333
C -2.808 -4.025 0.736
C -3.209 -3.108 1.708
C -2.830 -1.790 1.597
N -2.096 -1.369 0.554
H 3.756 -5.969 -4.625
H 4.761 -4.576 -5.008
H 3.310 -4.878 -5.950
H 3.337 -5.294 -2.271
H 2.080 -3.830 -0.710
H 1.153 -1.176 -3.946
H 2.410 -2.641 -5.507
H -1.696 -4.271 -1.111
H -3.105 -5.062 0.814
H -3.816 -3.423 2.544
H -3.095 -1.053 2.344
N 3.352 4.673 5.539
C 2.738 3.925 4.602
C 2.995 4.149 3.230
C 2.407 3.365 2.273
C 1.520 2.358 2.668
C 1.220 2.135 4.010
C 1.825 2.915 4.965
S 0.892 1.352 1.411
O 1.929 0.943 0.528
O -0.010 0.272 1.897
N -0.191 2.201 0.453
C -1.393 2.453 1.082
S -1.964 3.815 1.939
C -3.489 3.026 2.127
C -3.488 1.810 1.541
N -2.286 1.475 0.966
H 4.052 5.343 5.277
H 3.204 4.511 6.518
H 3.677 4.939 2.940
H 2.618 3.511 1.221
H 0.531 1.350 4.293
H 1.610 2.743 6.012
H -4.298 3.513 2.646
H -4.318 1.121 1.498
I -2.636 4.863 -3.641
C -2.658 2.966 -2.819
C -3.723 2.094 -2.724
N -3.290 1.009 -2.061
N -1.984 1.112 -1.751
C -1.589 2.309 -2.215
H -4.737 2.187 -3.078
H -3.773 0.136 -1.928
H -0.571 2.636 -2.087
*
```


Entry 2:
C11H12NO6Pr as an isolated structure. Source: the OMol25 dataset; level of theory: the ωB97M-V functional and the def2-TZVPD basis.

The highest occupied orbital energy (alpha / beta) comes out at -15.9 / -15.9 eV. The lowest unoccupied orbital energy (alpha / beta) is -8.860 / -8.782 eV. As for the expectation value of S²: 2.015.

The geometry in ORCA input format:
```
! RIJCOSX wB97M-V def2-TZVPD def2/J DEFGRID3
* xyz 2 3
O -3.000 1.705 -3.850
C -2.344 1.527 -2.923
Pr -0.778 0.128 -0.208
O -1.823 -1.972 -3.191
C -1.734 -1.208 -2.331
C 0.711 -1.748 0.735
O 1.502 -2.545 1.026
C 0.942 1.801 1.344
O 1.911 2.130 1.871
C 1.580 0.441 -1.644
O 2.614 0.420 -2.162
H -0.193 2.079 -1.057
O -1.905 0.129 1.713
C -1.631 -0.206 2.941
C -1.722 0.794 4.056
C -2.565 0.437 5.248
C -1.874 -0.506 6.241
C -1.567 -1.879 5.611
C -0.583 -1.809 4.460
N -1.255 -1.445 3.211
H -0.686 0.987 4.360
H -2.062 1.738 3.619
H -2.848 1.355 5.761
H -3.484 -0.044 4.929
H -0.934 -0.039 6.582
H -2.534 -0.656 7.117
H -1.177 -2.555 6.387
H -2.514 -2.324 5.275
H 0.242 -1.122 4.703
H -0.145 -2.788 4.311
H -1.221 -2.077 2.403
*
```


Entry 3:
A 8-piece molecular cluster, C6H27NO8 overall. Source: the OMol25 dataset; level of theory: the ωB97M-V functional and the def2-TZVPD basis.

The highest occupied orbital energy comes out at -9.2 eV. Its relative energy (zero: lowest compared OMol25 entry of this formula, charge and spin) is 6.170 eV. The lowest unoccupied orbital energy is 0.255 eV. The SMILES is C=CCCCNCO.O.O.O.O.O.O.O.

The geometry in ORCA input format:
```
! RIJCOSX wB97M-V def2-TZVPD def2/J DEFGRID3
* xyz 0 1
C -1.140 -0.812 3.870
C -1.903 -0.906 2.807
C -1.716 -1.829 1.654
C -0.329 -1.777 0.825
C -0.273 -0.544 -0.250
N -0.189 0.814 0.306
C 0.291 1.759 -0.752
O 1.658 1.620 -1.182
H -1.281 -0.055 4.648
H -0.461 -1.788 4.214
H -2.626 -0.198 2.702
H -1.790 -2.870 2.029
H -2.568 -1.539 0.943
H 0.554 -1.683 1.555
H -0.243 -2.762 0.171
H 0.666 -0.702 -0.908
H -1.156 -0.501 -0.943
H 0.258 0.835 1.186
H 0.188 2.716 -0.412
H -0.253 1.706 -1.675
H 1.726 0.631 -1.050
O 2.725 2.826 0.712
H 2.647 2.601 -0.229
H 1.981 2.671 1.279
O -2.732 -3.183 -0.595
H -2.816 -3.033 -1.529
H -2.276 -2.395 -0.265
O -1.498 2.097 -3.886
H -0.575 2.224 -4.077
H -1.994 2.836 -3.726
O -2.741 1.326 -0.237
H -2.159 0.970 0.458
H -2.461 0.896 -0.993
O 3.037 -0.647 -1.090
H 3.230 -1.528 -1.334
H 3.308 -0.423 -0.273
O 3.713 0.493 1.284
H 3.288 1.416 1.336
H 4.179 0.458 2.022
O 0.294 -0.942 -2.707
H 1.241 -0.784 -2.989
H 0.196 0.004 -2.900
*
```


Entry 4:
A 6-piece molecular cluster, C23H60N5O10 overall. Source: the OMol25 dataset; level of theory: the ωB97M-V functional and the def2-TZVPD basis.

The highest occupied orbital energy comes out at -3.8 eV. Its relative energy (zero: lowest compared OMol25 entry of this formula, charge and spin) is 4.204 eV. The lowest unoccupied orbital energy is 2.202 eV.

The geometry in ORCA input format:
```
! RIJCOSX wB97M-V def2-TZVPD def2/J DEFGRID3
* xyz -1 1
N -10.282 -10.627 1.020
O -10.504 -11.282 0.014
O -10.205 -11.202 2.061
O -10.187 -9.423 0.946
C -16.966 -12.839 -1.675
C -15.982 -13.553 -0.729
C -16.594 -14.100 0.504
O -15.461 -14.603 -1.514
H -17.893 -13.396 -1.814
H -16.568 -12.624 -2.667
H -17.255 -11.930 -1.148
H -15.121 -12.906 -0.564
H -16.842 -13.278 1.176
H -15.985 -14.747 1.136
H -17.542 -14.607 0.327
H -15.232 -14.271 -2.385
C -4.564 -15.117 4.719
O -5.678 -15.023 3.770
C -5.676 -16.109 2.901
C -6.419 -15.811 1.637
N -7.869 -15.934 1.693
C -8.329 -17.141 2.424
C -9.854 -17.277 2.502
O -10.325 -17.792 1.193
C -10.258 -19.128 0.878
H -4.613 -14.239 5.363
H -3.597 -15.051 4.221
H -4.592 -16.045 5.290
H -5.929 -16.966 3.525
H -4.682 -16.402 2.562
H -5.896 -16.500 0.974
H -6.086 -14.870 1.199
H -8.145 -15.122 2.226
H -7.937 -17.135 3.441
H -7.855 -17.998 1.945
H -10.458 -16.370 2.464
H -10.229 -17.834 3.360
H -9.268 -19.581 0.826
H -10.855 -19.260 -0.024
H -10.745 -19.691 1.674
C -21.206 -8.967 -3.607
O -20.685 -8.663 -4.889
C -19.622 -7.768 -4.971
C -18.244 -8.384 -4.593
N -17.097 -7.586 -4.759
C -16.931 -6.349 -4.042
C -16.838 -6.591 -2.455
O -15.966 -7.565 -1.971
C -16.192 -8.044 -0.623
H -20.553 -9.351 -2.823
H -21.980 -9.694 -3.854
H -21.515 -8.002 -3.205
H -19.924 -6.884 -4.409
H -19.679 -7.331 -5.968
H -17.951 -9.253 -5.181
H -18.411 -8.798 -3.598
H -16.288 -8.189 -4.793
H -17.615 -5.567 -4.371
H -16.012 -5.815 -4.288
H -17.807 -6.901 -2.064
H -16.681 -5.628 -1.970
H -17.198 -8.440 -0.486
H -15.850 -7.544 0.283
H -15.619 -8.955 -0.452
C -4.952 -4.592 -3.194
C -5.682 -5.838 -3.738
C -5.812 -6.916 -2.608
O -6.333 -8.120 -3.121
C -5.993 -9.391 -2.464
N -6.892 -5.412 -4.319
H -4.890 -3.802 -3.942
H -3.997 -4.920 -2.783
H -5.576 -4.285 -2.355
H -5.110 -6.256 -4.567
H -6.546 -6.581 -1.875
H -4.867 -7.142 -2.115
H -4.929 -9.467 -2.242
H -6.357 -10.359 -2.809
H -6.378 -9.459 -1.446
H -7.154 -6.126 -4.983
H -6.830 -4.681 -5.013
C -13.767 -10.660 6.594
C -14.465 -12.053 6.570
C -15.948 -11.852 6.624
O -16.368 -11.132 7.840
C -17.723 -10.704 7.831
N -14.063 -12.628 5.305
H -14.048 -9.986 5.785
H -12.730 -10.969 6.463
H -13.800 -10.137 7.550
H -14.138 -12.566 7.474
H -16.360 -12.858 6.541
H -16.364 -11.296 5.784
H -18.413 -11.427 7.396
H -17.702 -9.902 7.093
H -18.116 -10.382 8.796
H -13.111 -12.389 5.068
H -14.689 -12.056 4.756
*
```


Entry 5:
An isolated ion of composition C3H7N4O and charge +1. Source: the OMol25 dataset; level of theory: the ωB97M-V functional and the def2-TZVPD basis.

The highest occupied orbital energy comes out at -13.9 eV. Its relative energy (zero: lowest compared OMol25 entry of this formula, charge and spin) is 5.749 eV. The lowest unoccupied orbital energy is -4.786 eV.

The geometry in ORCA input format:
```
! RIJCOSX wB97M-V def2-TZVPD def2/J DEFGRID3
* xyz 1 1
C -0.540 -1.802 0.342
C 1.455 -0.460 0.074
C -0.394 1.233 0.323
N -2.543 2.061 0.115
N -1.432 1.687 -0.034
N 0.552 -1.406 -0.412
N 0.928 0.925 -0.148
O -1.450 -2.407 -0.141
H 1.364 -0.456 1.231
H 2.395 -0.477 -0.473
H -0.421 -1.393 1.393
H -3.367 1.521 0.004
H 0.674 -1.940 -1.211
H 1.662 1.617 0.140
H 1.118 1.297 -1.202
*
```


Entry 6:
C2H7NS2 as an isolated structure. Source: the OMol25 dataset; level of theory: the ωB97M-V functional and the def2-TZVPD basis.

The highest occupied orbital energy comes out at -8.8 eV. Its relative energy (zero: lowest compared OMol25 entry of this formula, charge and spin) is 3.085 eV. The lowest unoccupied orbital energy is 0.018 eV.

The geometry in ORCA input format:
```
! RIJCOSX wB97M-V def2-TZVPD def2/J DEFGRID3
* xyz 0 1
C 1.739 -0.449 -0.005
C -0.814 1.043 0.391
N -2.036 0.547 0.212
S -0.540 2.578 -0.096
S -2.211 -1.142 0.002
H 2.454 -1.371 -0.787
H 1.521 0.137 -0.780
H 1.036 -1.037 0.571
H -0.250 0.488 1.092
H -2.674 1.036 -0.429
H 2.787 -0.448 0.416
H -1.013 -1.384 -0.587
*
```